Molecular formula: C7H18ClI2OP2Ti
Method: DFT, ωB97M-V/def2-TZVPD

```
32
Properties=species:S:1:pos:R:3:mulliken_charge:R:1
H -4.0868 0.3638 -1.5231 0.4042
H 4.5029 1.1447 1.3198 0.4027
C -2.9940 0.4256 -1.4517 -0.9759
C -0.0004 -0.6200 1.6365 0.2621
H 2.5576 -0.2210 -2.1885 0.3655
P 2.3771 -0.0168 0.2136 1.1649
C -3.1705 -1.6428 0.5807 -1.1832
H 4.2792 -1.5873 0.4597 0.4169
P -2.3748 -0.0384 0.2090 1.0572
H -2.5351 -0.2358 -2.1929 0.4123
H 2.9652 -1.9328 1.6142 0.4005
I 0.3345 1.2139 -3.6456 0.1559
Cl 0.0044 -1.6528 -2.2503 -0.2559
H -2.6597 1.4449 -1.6997 0.2681
H 2.7724 -2.3782 -0.0767 0.3558
H -2.9443 -1.9524 1.6078 0.4017
C -3.3970 1.1088 1.3096 -1.1152
H -2.7473 -2.4015 -0.0835 0.3469
C 3.0085 0.4447 -1.4427 -1.0406
O 0.0054 -1.4821 2.3945 -0.1683
Ti -0.0047 -0.0294 -0.7033 -0.3708
H 3.1059 0.9604 2.3821 0.3657
C 3.3870 1.1346 1.3230 -1.1333
I -0.4419 2.9746 -1.4760 -0.0117
H -3.1023 2.1548 1.0884 0.3323
H -3.1159 0.9343 2.3686 0.3670
C 3.1865 -1.6162 0.5886 -1.1734
H -4.5129 1.1060 1.3032 0.4116
H 4.1022 0.3844 -1.5161 0.3975
H 3.0861 2.1796 1.1047 0.3620
H -4.2640 -1.6249 0.4524 0.4198
H 2.6769 1.4572 -1.7061 0.3576
```

Calculated values
Multiplicity: 2
Molecular weight in g mol⁻¹: 517.30
Charge: +2
Gap between HOMO and LUMO (spin up / spin down) in eV: 5.19 / 5.85
ΔE to the lowest compared entry with this formula, charge and spin in kcal/mol: 45.4
Highest occupied orbital energy (spin up / spin down) in eV: -14.55 / -15.71
LUMO (spin up / spin down) in eV: -9.36 / -9.87